Version P
A 2-piece molecular cluster, C11H18 overall. Source: the OMol25 dataset; level of theory: ωB97M-V with the def2-TZVPD basis set.

Last columns: bonded neighbours and bond lengths (Å).
Atoms and positions in Å:
1 C 1.748 -1.140 -2.833  C2 1.584, H9 1.087, H10 1.094, H11 1.083
2 C 1.530 -0.113 -1.647  C1 1.584, C3 1.495, H12 1.087, H13 1.091
3 C 1.173 -0.732 -0.334  C2 1.495, C4 1.383, C8 1.391
4 C 2.046 -0.636 0.734  C3 1.383, C5 1.398, H14 1.083
5 C 1.749 -1.249 1.956  C4 1.398, C6 1.394, H15 1.080
6 C 0.490 -1.816 2.142  C5 1.394, C7 1.387, H16 1.082
7 C -0.429 -1.803 1.103  C6 1.387, C8 1.385, H17 1.085
8 C -0.098 -1.259 -0.128  C3 1.391, C7 1.385, H18 1.080
9 H 1.355 -2.127 -2.599  C1 1.087
10 H 2.801 -1.368 -3.021  C1 1.094
11 H 1.302 -0.645 -3.687  C1 1.083
12 H 2.427 0.494 -1.564  C2 1.087
13 H 0.717 0.498 -2.042  C2 1.091
14 H 3.068 -0.289 0.650  C4 1.083
15 H 2.503 -1.314 2.726  C5 1.080
16 H 0.290 -2.364 3.055  C6 1.082
17 H -1.447 -2.073 1.358  C7 1.085
18 H -0.878 -1.201 -0.872  C8 1.080
19 C -3.445 2.610 -0.679  C20 1.544, H22 1.095, H23 1.094, H24 1.084
20 C -2.080 2.939 -0.037  C19 1.544, C21 1.538, H25 1.088, H26 1.090
21 C -1.448 1.729 0.673  C20 1.538, H27 1.093, H28 1.087, H29 1.090
22 H -3.612 3.381 -1.439  C19 1.095
23 H -3.425 1.713 -1.304  C19 1.094
24 H -4.196 2.532 0.098  C19 1.084
25 H -2.266 3.746 0.668  C20 1.088
26 H -1.378 3.227 -0.820  C20 1.090
27 H -0.375 1.726 0.470  C21 1.093
28 H -1.751 0.777 0.244  C21 1.087
29 H -1.669 1.680 1.739  C21 1.090

Charge ... 0
Orbital gap ... 9.94 eV
M ... 150.3 g mol⁻¹
SMILES ... CCc1ccccc1.CCC

Version Q
A 2-piece molecular cluster, C11H18 overall. Source: the OMol25 dataset; level of theory: ωB97M-V with the def2-TZVPD basis set.

Last columns: bonded neighbours and bond lengths (Å).
Atoms and positions in Å:
1 C 1.207 2.874 -0.633  C2 1.503, H8 1.089, H9 1.096, H10 1.095
2 C -0.147 2.413 -0.174  C1 1.503, C3 1.395, C7 1.392
3 C -0.356 2.102 1.170  C2 1.395, C4 1.392, H11 1.080
4 C -1.536 1.465 1.542  C3 1.392, C5 1.383, H12 1.083
5 C -2.369 0.951 0.565  C4 1.383, C6 1.390, H13 1.085
6 C -2.200 1.265 -0.778  C5 1.390, C7 1.387, H14 1.083
7 C -1.046 1.949 -1.131  C2 1.392, C6 1.387, H15 1.085
8 H 1.370 3.943 -0.505  C1 1.089
9 H 1.385 2.678 -1.696  C1 1.096
10 H 2.045 2.349 -0.162  C1 1.095
11 H 0.394 2.368 1.900  C3 1.080
12 H -1.739 1.248 2.583  C4 1.083
13 H -3.253 0.419 0.900  C5 1.085
14 H -2.910 0.914 -1.516  C6 1.083
15 H -0.834 2.196 -2.166  C7 1.085
16 C 1.808 -2.942 0.343  C17 1.517, H20 1.092, H21 1.104, H22 1.087
17 C 0.927 -1.713 0.221  C16 1.517, C18 1.544, C19 1.541, H23 1.094
18 C 0.675 -1.422 -1.274  C17 1.544, H24 1.094, H25 1.087, H26 1.091
19 C -0.433 -1.996 0.888  C17 1.541, H27 1.092, H28 1.092, H29 1.087
20 H 2.116 -3.188 1.360  C16 1.092
21 H 2.721 -2.913 -0.277  C16 1.104
22 H 1.341 -3.806 -0.122  C16 1.087
23 H 1.362 -0.797 0.632  C17 1.094
24 H 0.058 -2.217 -1.702  C18 1.094
25 H 0.228 -0.435 -1.360  C18 1.087
26 H 1.607 -1.457 -1.841  C18 1.091
27 H -0.588 -1.370 1.770  C19 1.092
28 H -1.289 -1.858 0.225  C19 1.092
29 H -0.546 -3.019 1.237  C19 1.087

Charge ... 0
Orbital gap ... 10.13 eV
M ... 150.3 g mol⁻¹
SMILES ... Cc1ccccc1.CC(C)C

Relative energies, kcal/mol: version P 6.9; version Q 0.0.

Version P
A 2-piece molecular cluster, C11H18 overall. Source: the OMol25 dataset; level of theory: ωB97M-V with the def2-TZVPD basis set.

Last columns: bonded neighbours and bond lengths (Å).
Atoms and positions in Å:
1 C -0.127 -2.498 -1.788  C2 1.466, H8 1.212, H9 1.035, H10 1.139
2 C -0.659 -1.159 -1.517  C1 1.466, C3 1.381, C7 1.388
3 C -0.383 -0.078 -2.330  C2 1.381, C4 1.396, H11 1.090
4 C -1.025 1.131 -2.052  C3 1.396, C5 1.350, H12 1.029
5 C -1.595 1.303 -0.840  C4 1.350, C6 1.399, H13 1.089
6 C -1.725 0.306 0.133  C5 1.399, C7 1.425, H14 1.063
7 C -1.326 -0.987 -0.313  C2 1.388, C6 1.425, H15 1.059
8 H 0.879 -2.592 -1.119  C1 1.212
9 H -0.260 -2.921 -2.724  C1 1.035
10 H -0.813 -3.294 -1.349  C1 1.139
11 H 0.326 -0.070 -3.157  C3 1.090
12 H -0.896 1.892 -2.731  C4 1.029
13 H -2.065 2.229 -0.510  C5 1.089
14 H -2.166 0.447 1.090  C6 1.063
15 H -1.624 -1.803 0.292  C7 1.059
16 C 1.529 1.374 0.684  C17 1.511, H20 1.090, H21 1.066, H22 1.083
17 C 1.172 0.265 1.646  C16 1.511, C18 1.565, C19 1.510, H23 1.143
18 C 2.549 -0.279 2.155  C17 1.565, H24 1.093, H25 1.139, H26 1.110
19 C 0.288 0.716 2.783  C17 1.510, H27 1.236, H28 1.103, H29 1.020
20 H 2.179 0.824 0.004  C16 1.090
21 H 2.202 2.119 1.042  C16 1.066
22 H 0.832 1.956 0.092  C16 1.083
23 H 0.654 -0.466 0.936  C17 1.143
24 H 3.252 0.519 2.410  C18 1.093
25 H 2.357 -0.511 3.254  C18 1.139
26 H 2.767 -1.243 1.649  C18 1.110
27 H -0.557 -0.098 3.171  C19 1.236
28 H 0.913 0.837 3.685  C19 1.103
29 H -0.172 1.607 2.599  C19 1.020

Charge ... 0
Orbital gap ... 9.94 eV
M ... 150.3 g mol⁻¹
SMILES ... Cc1ccccc1.CC(C)C

Version Q
A 2-piece molecular cluster, C11H18 overall. Source: the OMol25 dataset; level of theory: ωB97M-V with the def2-TZVPD basis set.

Last columns: bonded neighbours and bond lengths (Å).
Atoms and positions in Å:
1 C 1.799 1.169 -2.432  C2 1.505, H8 1.070, H9 1.089, H10 1.084
2 C 1.896 0.026 -1.458  C1 1.505, C3 1.388, C7 1.375
3 C 1.361 -1.210 -1.791  C2 1.388, C4 1.383, H11 1.083
4 C 1.523 -2.249 -0.892  C3 1.383, C5 1.393, H12 1.088
5 C 2.187 -2.070 0.319  C4 1.393, C6 1.375, H13 1.079
6 C 2.561 -0.811 0.728  C5 1.375, C7 1.408, H14 1.084
7 C 2.417 0.235 -0.203  C2 1.375, C6 1.408, H15 1.082
8 H 1.752 0.840 -3.449  C1 1.070
9 H 2.648 1.848 -2.366  C1 1.089
10 H 0.863 1.706 -2.333  C1 1.084
11 H 0.758 -1.384 -2.673  C3 1.083
12 H 1.255 -3.280 -1.115  C4 1.088
13 H 2.222 -2.886 1.024  C5 1.079
14 H 2.962 -0.487 1.682  C6 1.084
15 H 2.787 1.211 0.081  C7 1.082
16 C -2.709 0.652 2.727  C17 1.539, H20 1.083, H21 1.084, H22 1.083
17 C -2.572 0.893 1.213  C16 1.539, C18 1.530, C19 1.518, H23 1.100
18 C -3.429 -0.104 0.431  C17 1.530, H24 1.096, H25 1.085, H26 1.090
19 C -2.759 2.324 0.744  C17 1.518, H27 1.091, H28 1.086, H29 1.098
20 H -3.278 1.468 3.156  C16 1.083
21 H -1.738 0.696 3.206  C16 1.084
22 H -3.170 -0.313 2.893  C16 1.083
23 H -1.542 0.622 0.935  C17 1.100
24 H -3.345 0.119 -0.639  C18 1.096
25 H -3.096 -1.128 0.563  C18 1.085
26 H -4.465 -0.001 0.753  C18 1.090
27 H -2.499 3.057 1.509  C19 1.091
28 H -2.190 2.545 -0.155  C19 1.086
29 H -3.801 2.531 0.468  C19 1.098

Charge ... 0
Orbital gap ... 9.94 eV
M ... 150.3 g mol⁻¹
SMILES ... Cc1ccccc1.CC(C)C

Relative energies, kcal/mol: version P 50.6; version Q 0.0.

Version P
The molecule C5H8OS. Source: the OMol25 dataset; level of theory: ωB97M-V with the def2-TZVPD basis set.

Last columns: bonded neighbours and bond lengths (Å).
Atoms and positions in Å:
1 C 2.445 -0.353 -0.224  C2 1.487, H8 1.120, H9 1.042, H10 1.102
2 C 1.323 0.576 0.077  C1 1.487, C3 1.338, H11 1.090
3 C 0.031 0.390 -0.216  C2 1.338, C4 1.471, S6 1.767
4 C -0.869 1.554 -0.208  C3 1.471, O5 1.242, H12 1.106
5 O -2.064 1.593 -0.544  C4 1.242
6 S -0.730 -1.135 -0.681  C3 1.767, C7 1.796
7 C -2.187 -1.179 0.367  S6 1.796, H13 1.083, H14 1.061, H15 1.123
8 H 2.955 -0.156 -1.202  C1 1.120
9 H 2.175 -1.359 -0.203  C1 1.042
10 H 3.207 -0.290 0.570  C1 1.102
11 H 1.669 1.543 0.441  C2 1.090
12 H -0.374 2.504 0.069  C4 1.106
13 H -2.003 -1.178 1.434  C7 1.083
14 H -2.851 -0.371 0.184  C7 1.061
15 H -2.726 -2.137 0.135  C7 1.123

Charge ... 0
Orbital gap ... 8.76 eV
M ... 116.2 g mol⁻¹
SMILES ... C/C=C(/C=O)SC

Version Q
The molecule C5H8OS. Source: the OMol25 dataset; level of theory: ωB97M-V with the def2-TZVPD basis set.

Last columns: bonded neighbours and bond lengths (Å).
Atoms and positions in Å:
1 C 0.556 -1.283 -1.906  C2 1.548, H8 1.044, H9 1.165, H10 1.127
2 C -0.125 -0.301 -0.922  C1 1.548, C3 1.328, O7 1.386
3 C -0.331 0.990 -1.156  C2 1.328, S4 1.789, H11 1.000
4 S -1.088 1.728 0.288  C3 1.789, C5 1.801
5 C -0.880 0.271 1.326  S4 1.801, C6 1.515, O7 1.588, H12 1.120
6 C 0.421 0.547 2.052  C5 1.515, H13 1.181, H14 1.068, H15 1.057
7 O -0.625 -0.861 0.243  C2 1.386, C5 1.588
8 H 0.363 -1.099 -2.916  C1 1.044
9 H 0.052 -2.285 -1.593  C1 1.165
10 H 1.680 -1.217 -1.966  C1 1.127
11 H -0.182 1.669 -1.876  C3 1.000
12 H -1.812 -0.105 1.821  C5 1.120
13 H 0.382 1.711 2.247  C6 1.181
14 H 1.181 0.207 1.383  C6 1.068
15 H 0.407 0.027 2.973  C6 1.057

Charge ... 0
Orbital gap ... 8.57 eV
M ... 116.2 g mol⁻¹
SMILES ... CC1=CS[C@H](C)O1

Relative energies, kcal/mol: version P 0.0; version Q 24.2.